Below is a structure of composition C29H36AsN3O2ReS2, with properties calculated with ωB97M-V with the def2-TZVPD basis set.

```
74
Properties=species:S:1:pos:R:3:forces:R:3
Re -0.9858 -0.7818 0.7006 -0.28 -0.13 -0.11
C 2.8517 0.3919 -0.9645 0.01 0.02 -0.01
C 1.8137 -0.0321 0.0279 0.04 -0.02 0.05
N 0.5760 -0.1628 -0.3914 0.14 0.01 0.31
N 0.3738 0.0382 -1.7609 -0.11 -0.07 -0.14
C -0.4846 -0.7877 -2.2486 -0.07 -0.04 0.00
S -1.3252 -1.9634 -1.2126 0.08 0.09 -0.13
S -0.9370 -0.8582 -3.9097 0.02 0.02 -0.01
C 0.2133 0.3077 -4.7130 -0.02 -0.06 0.01
C -0.2082 1.7494 -4.6722 0.03 0.05 0.01
C -1.3227 2.1796 -5.3893 0.01 -0.01 0.01
C -1.6642 3.5234 -5.4174 -0.01 0.00 -0.01
C -0.8949 4.4522 -4.7259 0.00 0.01 0.01
C 0.2128 4.0300 -4.0050 0.01 -0.01 -0.01
C 0.5531 2.6833 -3.9779 -0.01 0.01 -0.06
C 2.1962 -0.3795 1.3867 0.01 -0.04 0.08
C 3.4539 0.0241 1.8880 -0.05 0.02 -0.07
C 3.9220 -0.4071 3.1037 0.03 0.00 0.03
C 3.1685 -1.3032 3.8653 0.00 -0.01 0.01
C 1.9302 -1.7115 3.4248 -0.04 0.01 -0.04
C 1.4323 -1.2309 2.2166 0.13 0.08 0.00
O 0.1779 -1.6165 1.8835 0.08 -0.06 -0.06
H 2.7218 -0.1542 -1.8957 0.01 0.00 0.01
H 3.8554 0.2203 -0.6001 0.03 0.01 0.03
H 2.7209 1.4517 -1.1960 0.01 -0.01 -0.02
H 0.2414 -0.0642 -5.7383 0.02 0.03 0.00
H 1.1978 0.1581 -4.2740 0.00 -0.01 0.00
H -1.9060 1.4644 -5.9592 0.00 0.00 0.00
H -2.5119 3.8521 -6.0050 0.00 0.00 0.00
H -1.1470 5.5036 -4.7680 0.00 0.00 0.00
H 0.8270 4.7532 -3.4845 0.00 0.00 0.00
H 1.4319 2.3563 -3.4358 0.01 -0.01 0.01
H 4.0604 0.7072 1.3132 0.02 0.00 -0.02
H 4.8832 -0.0660 3.4616 0.00 0.00 0.00
H 3.5532 -1.6725 4.8064 0.00 0.00 0.00
H 1.3170 -2.3961 3.9952 0.01 0.00 0.01
C -1.5619 2.6430 2.4386 -0.01 -0.01 -0.02
As -1.7315 0.7422 2.7034 0.07 0.07 -0.06
C -3.6194 0.4871 3.0424 0.01 0.00 0.02
C -0.8299 0.3419 4.3902 -0.02 0.02 0.00
C -1.4049 1.1421 5.5216 -0.01 0.02 0.02
C -2.4553 0.6323 6.2810 0.01 0.00 -0.01
C -3.0032 1.3805 7.3123 0.00 0.00 0.00
C -2.5073 2.6459 7.5922 0.00 0.01 0.00
C -1.4559 3.1580 6.8448 0.00 0.00 0.00
C -0.9072 2.4098 5.8141 0.00 -0.01 0.00
H -2.0177 3.1586 3.2824 0.01 0.00 0.00
H -2.0677 2.9147 1.5148 -0.01 -0.01 0.00
H -0.5094 2.9105 2.3682 0.01 -0.01 0.00
H -3.8940 1.0582 3.9285 0.01 0.01 0.00
H -3.8409 -0.5653 3.2143 0.01 0.00 0.00
H -4.1890 0.8468 2.1870 0.01 0.00 -0.01
H 0.2284 0.5541 4.2318 0.00 0.00 0.00
H -0.9382 -0.7320 4.5480 0.00 0.00 0.00
H -2.8328 -0.3648 6.0808 0.00 0.00 0.00
H -3.8098 0.9706 7.9052 0.00 0.00 0.00
H -2.9305 3.2266 8.4004 0.00 0.00 0.00
H -1.0546 4.1362 7.0731 0.00 0.00 0.00
H -0.0709 2.8066 5.2485 0.00 0.00 0.00
C -2.1829 2.6254 -1.8795 0.01 0.00 0.03
N -3.2806 1.6519 -1.8182 0.01 -0.06 0.02
C -4.3973 1.7617 -2.7640 -0.02 0.00 0.00
C -3.2178 0.6769 -0.9487 0.07 0.05 -0.18
C -4.3023 -0.3458 -0.8756 -0.03 -0.01 0.02
O -2.2019 0.6467 -0.1627 -0.15 0.03 0.23
H -2.3006 3.2297 -2.7712 -0.01 0.01 -0.02
H -1.2282 2.1071 -1.9300 -0.01 0.01 0.01
H -2.2005 3.2653 -0.9978 -0.01 0.02 0.00
H -4.2444 2.6474 -3.3709 0.01 0.00 0.00
H -5.3458 1.8590 -2.2387 0.00 0.00 0.00
H -4.4294 0.8910 -3.4180 0.00 0.00 0.00
H -5.2767 0.1329 -0.7753 -0.01 -0.01 0.00
H -4.1405 -1.0105 -0.0313 0.00 0.01 0.00
H -4.3187 -0.9431 -1.7893 -0.01 0.01 0.00
```
Positions in Å, forces in eV/Å.

Summary:
electronic energy	-4551.3406	a.u.
2S+1	2
⟨S²⟩	0.759
LUMO (alpha / beta)	-7.25 / -6.94	eV
HOMO energy (alpha / beta)	-13.66 / -13.66	eV
relative energy (zero: lowest compared OMol25 entry of this formula, charge and spin)	12.7	kcal per mole
total charge	+2

Below is a cluster of 2 separate species, C29H36BrNO4 in total at a distorted geometry, with properties calculated with ωB97M-V with the def2-TZVPD basis set.

```
71
Properties=species:S:1:pos:R:3:forces:R:3
C 7.2348 0.2090 -2.6923 0.30 0.18 -0.03
O 6.3838 -0.9073 -2.6037 -1.54 -0.01 0.45
C 5.1083 -0.6342 -2.1194 0.24 -0.24 -0.15
C 4.1919 -1.6928 -2.1050 0.79 0.02 -0.35
C 2.9136 -1.5148 -1.6480 -0.29 0.50 0.29
C 2.4803 -0.2636 -1.2019 0.53 0.18 0.07
C 1.1024 -0.1083 -0.7410 -0.36 0.76 -0.49
C 0.2640 0.8837 -1.1059 0.26 -1.36 0.16
C -1.1554 0.8481 -0.6343 0.16 0.30 0.47
N -2.1323 0.0750 -1.5600 -0.41 -0.16 -0.33
C -1.4082 -0.6610 -2.6978 0.04 0.08 -0.05
C -2.4023 -1.4287 -3.5910 -0.60 -0.02 0.12
C -3.8392 -1.2162 -3.0596 0.05 0.00 0.03
C -3.9194 -1.7319 -1.6038 -0.11 0.05 -0.51
C -2.9073 -0.9637 -0.7333 0.03 0.11 -0.02
C -4.1617 0.2978 -3.0672 -0.09 -0.47 -0.10
C -3.1380 1.0495 -2.1930 0.13 -0.15 0.06
C 0.6648 1.8610 -2.1492 0.36 0.31 -0.64
C 0.6005 3.3244 -1.8563 -0.29 0.47 0.60
O 1.0425 1.4839 -3.2380 -0.17 -0.13 -0.05
C 3.3942 0.7969 -1.2122 -0.88 -0.62 0.08
C 4.6805 0.6145 -1.6515 0.95 -0.31 -0.41
H 8.1683 -0.1076 -3.1579 -0.17 -0.13 0.06
H 6.7783 0.9829 -3.3107 0.07 0.15 0.00
H 7.4499 0.5926 -1.6948 0.09 0.18 0.01
H 4.5120 -2.6507 -2.4772 0.10 -0.20 -0.04
H 2.2111 -2.3319 -1.6521 -0.02 -0.27 0.03
H 0.7162 -0.8818 -0.0976 -0.06 -0.21 0.36
H -1.1929 0.3988 0.3618 -0.14 -0.16 -0.20
H -1.5250 1.8679 -0.5122 -0.34 -0.13 -0.18
H -0.8481 0.0783 -3.2769 -0.13 -0.04 0.26
H -0.6667 -1.3313 -2.2556 -0.26 0.20 0.12
H -2.3350 -1.0939 -4.6339 0.03 0.09 0.28
H -2.1639 -2.4992 -3.6082 -0.03 0.22 0.15
H -4.5589 -1.7600 -3.6921 0.26 0.24 0.25
H -4.9386 -1.6070 -1.2181 0.24 0.12 -0.04
H -3.7224 -2.8099 -1.5701 0.12 0.24 -0.04
H -2.1811 -1.6400 -0.2737 0.10 0.26 -0.16
H -3.4079 -0.4397 0.0835 0.18 0.17 -0.14
H -4.1564 0.6827 -4.0940 0.16 -0.08 0.20
H -5.1800 0.4600 -2.6935 0.24 -0.04 0.05
H -3.6298 1.6090 -1.3925 0.20 -0.29 0.11
H -2.5740 1.7812 -2.7780 0.19 -0.24 0.10
H 0.2966 3.5221 -0.8272 0.01 0.05 -0.01
H 1.5785 3.7796 -2.0144 0.01 -0.11 -0.09
H -0.1032 3.8147 -2.5292 0.02 0.00 -0.09
H 3.0752 1.7622 -0.8575 0.04 0.22 0.15
H 5.3718 1.4368 -1.6338 0.05 0.23 0.05
C -4.7667 1.3695 2.8540 0.32 0.32 0.20
C -3.6429 0.3901 3.1291 -0.45 -0.55 0.08
O -2.4740 1.0195 3.5894 -0.58 0.49 -0.20
C -1.5340 0.0744 3.9262 3.71 0.18 1.25
C -0.2522 0.5906 4.3062 -2.09 0.84 -0.85
C 0.8781 -0.1849 4.6140 0.12 -0.36 0.05
C 0.8230 -1.5922 4.7185 0.10 -0.12 0.03
C 1.9436 -2.3337 5.0075 0.31 -0.12 -0.01
C 3.1554 -1.7033 5.2098 -0.17 0.12 0.01
Br 4.6897 -2.7084 5.6354 0.44 -0.31 0.09
C 3.2464 -0.3275 5.1239 0.29 0.09 0.01
C 2.1355 0.4252 4.8240 -0.20 -0.39 -0.04
O -1.7628 -1.1311 3.8916 -1.57 -0.65 -0.65
H -5.5690 0.9335 2.2577 0.06 -0.21 0.04
H -5.2020 1.7239 3.7871 -0.01 0.07 0.02
H -4.3932 2.2414 2.3186 0.05 0.11 -0.09
H -3.9240 -0.3514 3.8865 -0.26 0.01 -0.35
H -3.3631 -0.1762 2.2341 -0.28 -0.13 -0.14
H -0.1634 1.6615 4.3111 0.13 0.39 0.01
H -0.1232 -2.0789 4.5724 0.00 -0.07 0.00
H 1.9001 -3.4098 5.0644 -0.12 -0.17 0.06
H 4.2058 0.1380 5.2835 0.13 0.17 0.02
H 2.2214 1.4926 4.7257 0.02 0.32 0.04
```
Positions in Å, forces in eV/Å.

Summary:
electronic energy	-4056.2472	a.u.
LUMO	-0.63	eV
HOMO energy	-4.65	eV
total charge	0

What is the total charge in the second record?
0